Record 1
{"formula": "C5H6O3", "method": "the ωB97M-V functional and the def2-TZVPD basis", "elements": ["C", "C", "C", "C", "C", "H", "H", "H", "H", "H", "H", "O", "O", "O"], "positions_angstrom": [[2.515, -0.637, 0.007], [0.159, -0.484, -0.273], [-0.987, 0.272, 0.027], [-2.280, -0.369, 0.037], [-1.171, 1.632, -0.092], [3.337, 0.424, 1.122], [1.910, -1.736, 0.710], [3.270, -0.884, -1.198], [0.061, -1.579, -0.417], [-3.069, 0.214, 0.285], [-2.211, 2.198, 0.669], [1.254, 0.041, -0.253], [-2.502, -1.541, -0.279], [-0.285, 2.449, -0.346]], "fmax_ev_per_a": 7.634, "charge": 0, "orbital_gap_ev": 8.07}


Record 2
{"formula": "C11H19CdN4O4S3", "method": "the ωB97M-V functional and the def2-TZVPD basis", "elements": ["Cd", "C", "C", "S", "C", "C", "S", "C", "C", "S", "H", "H", "H", "H", "H", "H", "H", "H", "H", "H", "H", "H", "O", "C", "O", "C", "C", "N", "N", "C", "C", "O", "O", "H", "H", "H", "N", "N", "H", "H", "H", "H"], "positions_angstrom": [[6.521, -4.420, 9.062], [4.569, -1.445, 9.368], [4.061, -2.198, 8.150], [5.172, -3.184, 7.083], [6.389, -1.967, 6.485], [7.881, -2.267, 6.702], [8.369, -2.664, 8.454], [7.916, -1.196, 9.427], [7.206, -1.638, 10.732], [5.562, -2.398, 10.577], [3.712, -1.180, 9.987], [5.098, -0.534, 9.162], [3.498, -1.506, 7.507], [3.391, -3.021, 8.440], [6.147, -1.050, 7.024], [6.205, -1.770, 5.386], [8.525, -1.431, 6.462], [8.303, -3.139, 6.153], [7.295, -0.496, 8.866], [8.835, -0.640, 9.647], [7.112, -0.725, 11.320], [7.834, -2.432, 11.239], [9.287, -9.310, 11.708], [8.664, -8.499, 12.541], [8.445, -8.797, 13.687], [8.181, -7.138, 12.090], [7.748, -6.255, 13.046], [7.375, -5.160, 12.420], [7.494, -5.274, 11.050], [8.025, -6.506, 10.871], [8.535, -6.885, 9.473], [9.346, -7.807, 9.398], [7.942, -6.185, 8.563], [9.425, -8.859, 10.833], [7.623, -6.488, 14.106], [7.141, -4.268, 12.799], [4.177, -5.463, 10.669], [4.819, -5.931, 9.448], [4.810, -4.779, 11.089], [3.994, -6.204, 11.318], [5.400, -6.746, 9.644], [4.142, -6.162, 8.811]], "fmax_ev_per_a": 3.647, "charge": 1, "orbital_gap_ev": 9.65}


Record 3
{"formula": "C35H30AsF2N5PtS", "method": "the ωB97M-V functional and the def2-TZVPD basis", "elements": ["Pt", "C", "N", "C", "C", "N", "C", "C", "C", "C", "C", "C", "N", "C", "N", "C", "C", "C", "C", "C", "C", "N", "H", "H", "H", "H", "H", "H", "H", "H", "H", "H", "H", "H", "H", "H", "H", "S", "C", "C", "C", "C", "C", "C", "As", "C", "C", "C", "C", "C", "C", "C", "C", "C", "C", "C", "C", "H", "H", "H", "H", "H", "H", "H", "H", "H", "H", "H", "H", "H", "H", "F", "C", "F", "H"], "positions_angstrom": [[0.123, 1.017, 0.183], [-0.552, 0.382, -2.792], [0.517, 1.092, -2.056], [0.616, 2.525, -2.409], [-0.458, 3.233, -1.649], [-0.915, 2.745, -0.512], [-1.948, 3.592, -0.093], [-2.830, 3.521, 0.983], [-3.766, 4.526, 1.097], [-3.838, 5.579, 0.169], [-2.987, 5.648, -0.912], [-2.049, 4.627, -1.024], [-1.090, 4.360, -1.995], [-1.470, -0.340, -1.857], [-1.483, -0.181, -0.548], [-2.521, -0.982, -0.056], [-3.015, -1.186, 1.231], [-4.084, -2.045, 1.375], [-4.665, -2.694, 0.274], [-4.194, -2.495, -1.006], [-3.118, -1.626, -1.140], [-2.421, -1.195, -2.263], [-0.121, -0.318, -3.510], [-1.145, 1.105, -3.358], [1.412, 0.641, -2.230], [0.513, 2.683, -3.485], [1.598, 2.884, -2.100], [-2.785, 2.722, 1.706], [-4.464, 4.510, 1.922], [-4.586, 6.347, 0.303], [-3.051, 6.450, -1.634], [-0.908, 4.913, -2.818], [-2.596, -0.698, 2.097], [-4.491, -2.219, 2.361], [-5.504, -3.357, 0.435], [-4.644, -2.983, -1.859], [-2.614, -1.450, -3.218], [2.002, 2.305, 0.590], [3.192, 1.260, 1.382], [4.313, 1.868, 1.941], [5.278, 1.089, 2.561], [5.140, -0.292, 2.647], [4.026, -0.903, 2.099], [3.068, -0.121, 1.463], [1.529, -0.864, 0.638], [0.908, -2.426, 1.552], [1.502, -3.639, 1.199], [1.142, -4.797, 1.870], [0.192, -4.748, 2.880], [-0.393, -3.540, 3.231], [-0.033, -2.375, 2.573], [2.048, -1.483, -1.107], [3.181, -0.946, -1.714], [3.496, -1.306, -3.019], [2.687, -2.200, -3.708], [1.562, -2.743, -3.096], [1.235, -2.380, -1.797], [4.421, 2.944, 1.905], [6.142, 1.571, 2.998], [5.892, -0.885, 3.149], [3.899, -1.976, 2.175], [2.241, -3.687, 0.409], [1.606, -5.737, 1.603], [-0.087, -5.654, 3.401], [-1.124, -3.503, 4.028], [-0.468, -1.437, 2.880], [3.822, -0.262, -1.168], [4.383, -0.902, -3.490], [2.944, -2.491, -4.718], [0.952, -3.462, -3.626], [0.368, -2.820, -1.313], [-0.440, 2.533, 2.460], [-0.352, 1.226, 2.155], [0.575, 0.684, 2.984], [-1.317, 0.764, 2.372]], "fmax_ev_per_a": 0.138, "charge": 2, "orbital_gap_ev": 7.49}


Number 3 is which compound? C35H30AsF2N5PtS


Repeat the first record exactly.
{"formula": "C5H6O3", "method": "the ωB97M-V functional and the def2-TZVPD basis", "elements": ["C", "C", "C", "C", "C", "H", "H", "H", "H", "H", "H", "O", "O", "O"], "positions_angstrom": [[2.515, -0.637, 0.007], [0.159, -0.484, -0.273], [-0.987, 0.272, 0.027], [-2.280, -0.369, 0.037], [-1.171, 1.632, -0.092], [3.337, 0.424, 1.122], [1.910, -1.736, 0.710], [3.270, -0.884, -1.198], [0.061, -1.579, -0.417], [-3.069, 0.214, 0.285], [-2.211, 2.198, 0.669], [1.254, 0.041, -0.253], [-2.502, -1.541, -0.279], [-0.285, 2.449, -0.346]], "fmax_ev_per_a": 7.634, "charge": 0, "orbital_gap_ev": 8.07}